(one)
Below is one molecule with the formula C22H27N3O5S, with properties calculated with the ωB97M-V functional and the def2-TZVPD basis.

E_LUMO ... 0.014 Ha
E_HOMO ... -0.302 Eh
Multiplicity ... 1
Net charge ... 0
Orbital gap ... 0.3157 hartree

Each atom is followed by the atoms it is bonded to, with distances in Å.
Atoms and positions in Å:
1 C -0.316 4.008 -0.277  C2 1.526, H56 1.088, H57 1.086, H58 1.087
2 C -1.443 4.178 -1.292  C1 1.526, O3 1.414, H54 1.097, H55 1.094
3 O -2.707 3.790 -0.792  C2 1.414, C4 1.361
4 C -3.049 2.474 -0.743  O3 1.361, C5 1.391, C9 1.397
5 C -2.234 1.406 -1.101  C4 1.391, C6 1.384, H53 1.078
6 C -2.717 0.111 -1.029  C5 1.384, C7 1.387, H52 1.078
7 C -4.008 -0.149 -0.590  C6 1.387, C8 1.392, N12 1.412
8 C -4.822 0.920 -0.229  C7 1.392, C9 1.378, H11 1.080
9 C -4.352 2.212 -0.311  C4 1.397, C8 1.378, H10 1.079
10 H -4.978 3.047 -0.040  C9 1.079
11 H -5.830 0.733 0.112  C8 1.080
12 N -4.458 -1.486 -0.522  C7 1.412, H13 1.011, S14 1.692
13 H -5.467 -1.566 -0.538  N12 1.011
14 S -3.889 -2.394 0.786  N12 1.692, O15 1.437, O16 1.432, C17 1.783
15 O -3.902 -1.612 1.991  S14 1.437
16 O -4.637 -3.616 0.759  S14 1.432
17 C -2.195 -2.678 0.307  S14 1.783, C18 1.381, C22 1.381
18 C -1.918 -3.477 -0.784  C17 1.381, C19 1.385, H51 1.078
19 C -0.608 -3.592 -1.217  C18 1.385, C20 1.391, H50 1.079
20 C 0.401 -2.892 -0.564  C19 1.391, C21 1.391, C25 1.500
21 C 0.108 -2.132 0.565  C20 1.391, C22 1.382, H24 1.079
22 C -1.198 -2.024 1.004  C17 1.381, C21 1.382, H23 1.078
23 H -1.475 -1.436 1.864  C22 1.078
24 H 0.906 -1.635 1.094  C21 1.079
25 C 1.816 -2.968 -1.056  C20 1.500, O26 1.215, N27 1.349
26 O 2.390 -4.017 -1.273  C25 1.215
27 N 2.376 -1.752 -1.221  C25 1.349, C28 1.441, H49 1.014
28 C 3.754 -1.581 -1.608  N27 1.441, H29 1.093, C30 1.532, H48 1.095
29 H 4.151 -2.580 -1.805  C28 1.093
30 C 4.579 -0.902 -0.510  C28 1.532, H31 1.091, H32 1.090, C33 1.537
31 H 4.532 -1.503 0.399  C30 1.091
32 H 5.618 -0.871 -0.840  C30 1.090
33 C 4.111 0.530 -0.206  C30 1.537, N34 1.443, H46 1.095, H47 1.094
34 N 3.116 0.611 0.836  C33 1.443, C35 1.345, C42 1.447
35 C 1.814 0.872 0.621  N34 1.345, O36 1.219, C37 1.516
36 O 1.277 0.878 -0.474  C35 1.219
37 C 1.157 1.145 1.960  C35 1.516, H38 1.088, C39 1.528, H45 1.093
38 H 0.164 0.704 2.015  C37 1.088
39 C 2.153 0.579 2.971  C37 1.528, H40 1.087, H41 1.091, C42 1.532
40 H 2.167 1.135 3.906  C39 1.087
41 H 1.911 -0.460 3.196  C39 1.091
42 C 3.493 0.661 2.232  N34 1.447, C39 1.532, H43 1.092, H44 1.098
43 H 4.161 -0.167 2.480  C42 1.092
44 H 4.016 1.602 2.447  C42 1.098
45 H 1.052 2.228 2.064  C37 1.093
46 H 4.965 1.140 0.105  C33 1.095
47 H 3.675 0.975 -1.106  C33 1.094
48 H 3.808 -0.988 -2.527  C28 1.095
49 H 1.819 -0.913 -1.101  N27 1.014
50 H -0.355 -4.207 -2.067  C19 1.079
51 H -2.730 -3.986 -1.279  C18 1.078
52 H -2.081 -0.704 -1.335  C6 1.078
53 H -1.221 1.552 -1.436  C5 1.078
54 H -1.212 3.639 -2.219  C2 1.097
55 H -1.567 5.239 -1.530  C2 1.094
56 H -0.605 4.462 0.668  C1 1.088
57 H -0.095 2.958 -0.114  C1 1.086
58 H 0.580 4.500 -0.647  C1 1.087

(two)
Below is one molecule with the formula C22H27N3O5S, with properties calculated with the ωB97M-V functional and the def2-TZVPD basis.

E_LUMO ... 0.014 Ha
E_HOMO ... -0.312 Eh
Multiplicity ... 1
Net charge ... 0
Orbital gap ... 0.3263 hartree

Each atom is followed by the atoms it is bonded to, with distances in Å.
Atoms and positions in Å:
1 C 3.925 2.374 -0.338  C2 1.514, H56 1.086, H57 1.088, H58 1.088
2 C 2.749 2.058 -1.238  C1 1.514, O3 1.211, N4 1.359
3 O 1.590 2.199 -0.918  C2 1.211
4 N 3.123 1.589 -2.457  C2 1.359, H5 1.008, C6 1.445
5 H 4.107 1.497 -2.657  N4 1.008
6 C 2.208 1.399 -3.559  N4 1.445, H7 1.093, H8 1.094, C9 1.540
7 H 1.272 1.898 -3.292  C6 1.093
8 H 2.625 1.884 -4.446  C6 1.094
9 C 1.929 -0.083 -3.868  C6 1.540, C10 1.522, H54 1.091, H55 1.090
10 C 0.800 -0.588 -2.981  C9 1.522, O11 1.208, N12 1.363
11 O -0.333 -0.703 -3.385  C10 1.208
12 N 1.203 -0.853 -1.707  C10 1.363, C13 1.393, H53 1.012
13 C 0.394 -1.103 -0.601  N12 1.393, C14 1.389, C18 1.407
14 C -0.960 -1.400 -0.688  C13 1.389, C15 1.381, H52 1.077
15 C -1.695 -1.569 0.468  C14 1.381, C16 1.380, S33 1.797
16 C -1.110 -1.505 1.716  C15 1.380, C17 1.385, H32 1.078
17 C 0.247 -1.248 1.816  C16 1.385, C18 1.387, H31 1.080
18 C 0.995 -1.023 0.669  C13 1.407, C17 1.387, O19 1.374
19 O 2.349 -0.786 0.699  C18 1.374, C20 1.377
20 C 2.885 -0.069 1.745  O19 1.377, C21 1.390, C25 1.390
21 C 2.228 1.007 2.330  C20 1.390, C22 1.383, H30 1.079
22 C 2.859 1.725 3.330  C21 1.383, C23 1.385, H29 1.080
23 C 4.136 1.385 3.743  C22 1.385, C24 1.385, H28 1.079
24 C 4.792 0.321 3.147  C23 1.385, C25 1.383, H27 1.080
25 C 4.171 -0.409 2.150  C20 1.390, C24 1.383, H26 1.079
26 H 4.666 -1.243 1.677  C25 1.079
27 H 5.789 0.053 3.461  C24 1.080
28 H 4.620 1.949 4.525  C23 1.079
29 H 2.348 2.561 3.783  C22 1.080
30 H 1.245 1.287 1.984  C21 1.079
31 H 0.729 -1.212 2.781  C17 1.080
32 H -1.718 -1.671 2.590  C16 1.078
33 S -3.474 -1.781 0.342  C15 1.797, O34 1.432, O35 1.435, N36 1.653
34 O -3.768 -2.534 -0.840  S33 1.432
35 O -3.943 -2.265 1.609  S33 1.435
36 N -4.115 -0.271 0.137  S33 1.653, C37 1.444, C41 1.442
37 C -4.048 0.356 -1.161  N36 1.444, C38 1.530, H50 1.090, H51 1.097
38 C -2.892 1.352 -1.283  C37 1.530, C39 1.527, H48 1.090, H49 1.091
39 C -2.931 2.351 -0.129  C38 1.527, C40 1.527, H46 1.091, H47 1.093
40 C -2.907 1.600 1.201  C39 1.527, C41 1.530, H44 1.091, H45 1.092
41 C -4.087 0.629 1.263  N36 1.442, C40 1.530, H42 1.090, H43 1.097
42 H -4.054 0.008 2.158  C41 1.090
43 H -5.026 1.197 1.267  C41 1.097
44 H -2.970 2.300 2.036  C40 1.091
45 H -1.970 1.047 1.287  C40 1.092
46 H -2.075 3.025 -0.194  C39 1.091
47 H -3.843 2.950 -0.191  C39 1.093
48 H -1.939 0.824 -1.269  C38 1.090
49 H -2.973 1.872 -2.239  C38 1.091
50 H -3.960 -0.447 -1.892  C37 1.090
51 H -4.999 0.878 -1.328  C37 1.097
52 H -1.440 -1.496 -1.647  C14 1.077
53 H 2.162 -0.649 -1.460  N12 1.012
54 H 2.835 -0.674 -3.729  C9 1.091
55 H 1.598 -0.175 -4.902  C9 1.090
56 H 3.563 2.754 0.612  C1 1.086
57 H 4.517 1.480 -0.156  C1 1.088
58 H 4.557 3.125 -0.808  C1 1.088

Best to worst by energy: (two), (one).